# 1
44
Properties=species:S:1:pos:R:3 method="wB97M-V/def2-TZVPD" total_charge=-1 e_lumo_ev=2.385 homo_ev=-2.79
C 3.14380 -1.54584 0.49900
C 2.77094 -0.54576 -0.78116
S 3.11083 1.23822 -0.33266
C 1.69726 2.03382 0.59742
P 0.10246 0.99462 0.71435
B -1.55024 0.05075 0.95203
O -1.69205 -0.82321 2.13586
N -2.67696 0.24890 -0.04614
C -2.84047 -1.02895 -0.85548
C -3.97503 0.66293 0.62964
H 4.10158 -2.20700 0.26813
H 3.37474 -0.93479 1.47655
H 2.25525 -2.30486 0.63535
H 3.56291 -0.83738 -1.62647
H 1.71840 -0.75917 -1.24662
H 2.03766 2.40504 1.67361
H 1.41400 3.02586 -0.00163
H 0.78692 -0.20211 1.14845
H 0.02526 1.37350 2.13081
H -0.68662 2.19771 0.43752
H 0.12273 0.61276 -0.68090
H -1.86838 -1.77561 1.86866
H -1.75457 -1.29938 -1.26867
H -3.56642 -0.83467 -1.76222
H -3.20995 -1.89680 -0.16175
H -3.81191 1.36026 1.55841
H -4.58530 -0.28558 1.01919
H -4.61791 1.25355 -0.14995
Cl -6.59115 4.70109 0.44525
C -5.66862 4.89463 -1.06626
C -6.29565 4.13290 -2.22279
Cl -6.15873 2.36847 -2.01916
H -4.63992 4.57017 -0.88014
H -5.65148 5.96505 -1.29168
H -5.78204 4.38420 -3.15567
H -7.35570 4.37958 -2.34073
Cl 7.40452 -3.59097 2.30797
C 7.43891 -4.67543 0.89519
C 6.40462 -4.28936 -0.14989
Cl 4.73971 -4.58797 0.40897
H 7.29060 -5.70023 1.25007
H 8.44351 -4.60625 0.46754
H 6.54708 -4.88950 -1.05362
H 6.48541 -3.23319 -0.42640

***

# 2
17
Properties=species:S:1:pos:R:3 method="wB97M-V/def2-TZVPD" total_charge=0 e_lumo_ev="0.451 / 0.562" homo_ev="-7.65 / -7.77"
C -1.37558 -0.39609 -2.01894
O -0.28176 -0.21924 -1.35400
C 0.05971 0.82182 -0.63565
C -1.24098 -0.33307 1.33602
O 0.16256 -0.47439 1.38534
C 0.86752 0.47509 0.57046
C 2.22549 -0.14477 0.25971
H -1.64992 -0.51444 0.33117
H -2.12467 0.38995 -2.02292
H -1.44795 -1.32142 -2.56585
H -0.64410 1.65418 -0.64270
H -1.65387 -1.10407 1.98714
H -1.57909 0.65548 1.68197
H 1.00577 1.40999 1.14078
H 2.87251 0.58988 -0.23211
H 2.70801 -0.48174 1.18366
H 2.09636 -1.00715 -0.40408

***

# 3
95
Properties=species:S:1:pos:R:3 method="wB97M-V/def2-TZVPD" total_charge=0 spin_multiplicity=4 e_lumo_ev="0.637 / 0.609" s2=3.76 homo_ev="-5.83 / -6.81"
V -0.05303 -0.00244 -0.06588
C -4.66085 -3.07666 0.16048
C -3.22720 -3.01610 -0.35141
C -2.33760 -3.99107 0.42649
P -2.40768 -1.33016 -0.33245
C -3.51901 -0.34483 -1.49840
C -4.67460 0.46416 -0.91596
C -2.59871 0.57891 -2.30666
C -2.69893 -0.79074 1.39792
C -3.91726 -0.45091 1.98436
C -3.99055 -0.02054 3.29724
C -2.82518 0.08610 4.04637
C -1.60692 -0.25038 3.49400
C -1.51191 -0.71086 2.17010
N -0.29610 -1.00140 1.55836
C 0.72714 -1.62327 2.24900
C 0.51453 -2.41121 3.39845
C 1.56619 -2.97934 4.08531
C 2.87455 -2.80440 3.64840
C 3.10292 -2.10945 2.47433
C 2.05612 -1.53998 1.75031
P 2.13139 -0.83025 0.07945
C 3.74388 0.04939 -0.27610
C 3.58863 1.55004 -0.00879
C 5.02447 -0.43238 0.40846
C 2.30368 -2.36634 -1.00641
C 3.56223 -3.20588 -0.79433
C 1.07106 -3.25145 -0.81890
H -5.03533 -4.09499 0.03543
H -5.32372 -2.40627 -0.38945
H -4.70825 -2.83284 1.22128
H -3.22506 -3.30157 -1.40889
H -2.18814 -3.64074 1.45152
H -1.35969 -4.09409 -0.04094
H -2.79973 -4.97950 0.47340
H -3.93204 -1.09633 -2.17918
H -4.32040 1.17888 -0.17198
H -5.43481 -0.17109 -0.46325
H -5.15656 1.02252 -1.72199
H -2.07820 1.28061 -1.64783
H -3.16831 1.16814 -3.02953
H -1.85351 0.00553 -2.85950
H -4.83174 -0.51294 1.41565
H -4.94923 0.23924 3.72683
H -2.86757 0.43958 5.06931
H -0.70119 -0.13730 4.07470
H -0.49975 -2.56998 3.73917
H 1.36778 -3.56461 4.97494
H 3.69992 -3.23770 4.19775
H 4.11726 -2.01411 2.11644
H 3.83914 -0.09566 -1.35889
H 3.41174 1.73109 1.05345
H 2.76529 1.97618 -0.57590
H 4.50805 2.06906 -0.29090
H 5.01715 -0.15829 1.46388
H 5.87283 0.07504 -0.05630
H 5.19012 -1.50271 0.32220
H 2.30473 -1.98092 -2.03257
H 3.69576 -3.43671 0.26375
H 4.45464 -2.71143 -1.17438
H 3.45996 -4.15259 -1.33031
H 1.06227 -3.66980 0.19049
H 1.08055 -4.07935 -1.53175
H 0.15254 -2.68285 -0.96346
C 1.45175 0.27481 -4.56906
C 1.18926 1.45607 -3.66852
C 1.32634 2.75755 -4.13904
C 1.03937 3.82287 -3.29362
C 1.15441 5.24183 -3.78931
C 0.64691 3.60090 -1.98041
C 0.54298 2.30045 -1.43603
C 0.79717 1.24720 -2.36171
N 0.26723 1.91538 -0.16075
C -0.07165 2.79447 0.97481
C -1.60268 2.80002 1.17671
C 0.36057 4.26825 0.89833
C 0.63662 2.24467 2.23012
H 1.78247 0.60400 -5.55308
H 0.54465 -0.32105 -4.69323
H 2.22260 -0.37366 -4.14713
H 1.64176 2.93796 -5.16025
H 1.50757 5.26876 -4.81960
H 1.85285 5.81185 -3.17446
H 0.18687 5.74529 -3.74401
H 0.42993 4.47251 -1.38827
H 0.69478 0.21012 -2.02154
H -2.07179 3.39474 0.38861
H -1.88152 3.22578 2.14380
H -2.00506 1.79025 1.12773
H -0.25796 4.85034 0.21716
H 1.40975 4.36698 0.61745
H 0.23174 4.69988 1.89303
H 0.54430 1.16276 2.29833
H 0.22102 2.69215 3.13506
H 1.70000 2.48686 2.18190

***

# 4
82
Properties=species:S:1:pos:R:3 method="wB97M-V/def2-TZVPD" total_charge=+1 e_lumo_ev=-3.289 homo_ev=-11.42
C 5.74048 1.35589 0.53844
C 5.32587 2.80921 0.56622
N 4.12658 3.00736 -0.32205
P 2.98965 4.15171 -0.09617
Cl 3.41001 5.35781 1.39337
C 1.31513 3.46088 0.16527
F 0.49272 4.49501 -0.29569
C 1.08976 2.17851 -0.62092
C 1.44237 0.91667 0.17310
H 6.47296 1.18135 1.32672
H 6.19858 1.07486 -0.40853
H 4.88516 0.70736 0.72289
H 6.12496 3.45664 0.20291
H 5.05110 3.12632 1.57095
H 4.41442 3.00622 -1.29902
H 2.85612 4.95410 -1.23212
H 1.12209 3.33725 1.23606
H 0.02895 2.18910 -0.88318
H 1.64651 2.19620 -1.56402
H 2.47831 0.61675 0.01821
H 0.81112 0.09123 -0.14961
H 1.27162 1.05518 1.24296
C -3.86800 4.90654 0.86422
C -3.10567 4.05952 1.86624
C -2.17467 4.89369 2.72967
O -2.38210 3.01461 1.20343
H -3.17646 5.42069 0.18933
H -4.52945 4.28376 0.26265
H -4.46932 5.66282 1.36921
H -3.81472 3.52988 2.50605
H -1.43826 5.40446 2.09935
H -1.64546 4.26272 3.44429
H -2.72564 5.65438 3.28269
H -1.75471 3.44343 0.60882
C 5.91606 -2.84724 -2.54829
C 6.68971 -1.55770 -2.74398
C 7.99463 -1.77121 -3.48987
O 6.92569 -0.90811 -1.48537
H 6.50745 -3.55483 -1.95937
H 4.97919 -2.66120 -2.02415
H 5.67437 -3.31317 -3.50304
H 6.06991 -0.84700 -3.29684
H 8.64185 -2.45208 -2.92997
H 8.52487 -0.82857 -3.62326
H 7.81488 -2.21216 -4.47064
H 7.47727 -1.49657 -0.95536
C -6.65619 -0.28728 1.84885
C -6.76232 0.99956 2.64733
C -6.81085 2.22764 1.75432
O -5.68397 1.10432 3.58067
H -5.73661 -0.29209 1.25563
H -6.62625 -1.15130 2.51227
H -7.49950 -0.40215 1.16676
H -7.65975 0.96980 3.26850
H -5.88615 2.29342 1.17117
H -6.89994 3.13419 2.35375
H -7.64854 2.18667 1.05716
H -4.86211 1.08699 3.07505
C -4.49545 -5.04862 4.64653
C -5.26232 -3.85485 4.10183
C -6.52431 -3.57348 4.89979
O -5.56977 -4.03659 2.71856
H -5.11541 -5.94845 4.59894
H -3.59373 -5.22476 4.06048
H -4.21120 -4.89199 5.68790
H -4.61904 -2.97213 4.12420
H -7.20237 -4.43043 4.84938
H -7.04558 -2.70601 4.49529
H -6.29810 -3.38332 5.94951
H -6.14593 -4.80713 2.64796
C 1.10474 -3.23064 -5.60364
C 2.61101 -3.41326 -5.52834
C 3.09448 -4.55177 -6.40990
O 3.03604 -3.60011 -4.17562
H 0.59712 -4.13787 -5.26420
H 0.78513 -2.40378 -4.96948
H 0.78400 -3.03031 -6.62644
H 3.10254 -2.48664 -5.83500
H 2.64044 -5.49447 -6.09164
H 4.17718 -4.65595 -6.34476
H 2.82293 -4.38417 -7.45261
H 2.63388 -4.41524 -3.85185

***

# 5
74
Properties=species:S:1:pos:R:3 method="wB97M-V/def2-TZVPD" total_charge=-1 spin_multiplicity=5 e_lumo_ev="2.680 / 2.783" s2=6.34 homo_ev="-2.11 / -2.76"
P 0.57142 -0.62568 -0.09700
C 1.73898 0.49777 0.81550
C 3.19808 0.35338 0.38276
C 4.10465 1.17114 1.31091
C 3.66542 2.63384 1.44781
C 2.16810 2.78954 1.73896
C 1.30340 1.96253 0.78015
C 0.16498 0.04856 -1.77645
C 1.39464 0.33747 -2.62916
C 0.95751 0.66887 -4.06364
C -0.08314 1.79462 -4.12644
C -1.24639 1.60616 -3.14261
C -0.75985 1.26870 -1.72999
C 1.44395 -2.24037 -0.35609
C 1.84492 -2.87510 0.98212
C 2.56409 -4.21692 0.80274
C 1.78057 -5.19310 -0.07982
C 1.33014 -4.55928 -1.39970
C 0.62260 -3.20993 -1.21328
H 1.61852 0.12883 1.85274
H 3.30672 0.70667 -0.65358
H 3.51860 -0.69709 0.39374
H 5.13511 1.12009 0.94176
H 4.09524 0.70235 2.30424
H 4.24456 3.11161 2.24581
H 3.90753 3.16888 0.52032
H 1.96058 2.46258 2.76646
H 1.88037 3.84452 1.66839
H 0.24076 2.05313 1.04016
H 1.43338 2.35637 -0.23917
H -0.41153 -0.77957 -2.22466
H 0.52990 -0.23690 -4.51400
H 2.08885 -0.51607 -2.63605
H 1.94062 1.19478 -2.20605
H 1.83905 0.93933 -4.65563
H -0.47863 1.86804 -5.14601
H 0.41177 2.75140 -3.91346
H -1.86540 2.51194 -3.10818
H -1.89129 0.78670 -3.49069
H -1.60988 1.08476 -1.06028
H -0.22083 2.13036 -1.31613
H 2.34967 -1.95192 -0.91688
H 2.48010 -2.20091 1.57387
H 0.94016 -3.02351 1.58648
H 3.54916 -4.03299 0.35321
H 2.73977 -4.66264 1.78883
H 0.89876 -5.54632 0.47049
H 2.39752 -6.07339 -0.28993
H 0.66155 -5.24339 -1.93486
H 2.20930 -4.40079 -2.03825
H 0.41223 -2.77814 -2.20194
H -0.35760 -3.36236 -0.74152
Mn -1.89282 -0.97065 1.40685
Cl -2.49637 -1.99742 -0.57183
Cl -0.36755 -1.44861 3.07738
C -1.86083 0.95150 1.59574
H -1.23316 1.33426 2.41964
C -2.92270 1.80658 1.21497
C -3.82259 1.41619 0.16430
C -4.78935 2.30010 -0.29349
C -4.93710 3.56834 0.29117
C -4.09990 3.94945 1.35588
C -3.11206 3.09485 1.81766
H -3.71233 0.41614 -0.27123
H -5.44448 2.00400 -1.11534
H -4.22849 4.92776 1.82095
H -2.44959 3.38178 2.63836
H -5.70121 4.25369 -0.07523
C -3.97736 -1.19235 3.74682
O -3.58045 -1.66235 2.45041
H -4.63150 -0.32950 3.58819
H -3.07944 -0.87459 4.28554
H -4.50132 -1.98203 4.29559
H -3.87802 -2.57571 2.29168

***

# 6
5
Properties=species:S:1:pos:R:3 method="wB97M-V/def2-TZVPD" total_charge=0 e_lumo_ev="-1.374 / -3.158" homo_ev="-10.83 / -9.53"
C -0.17727 -0.08560 -0.09304
O -1.16537 0.09125 0.68367
O -1.28905 0.12480 -0.74311
Br 3.64594 -0.29249 0.06983
Br 0.90695 -1.63341 -0.06265

***

# 7
55
Properties=species:S:1:pos:R:3 method="wB97M-V/def2-TZVPD" total_charge=+3 spin_multiplicity=2 e_lumo_ev="-10.672 / -10.239" s2=0.75 homo_ev="-18.71 / -18.70"
Ti -0.23544 -0.22345 0.00564
C -2.24963 0.68969 -2.17448
C -3.22940 -0.00234 -1.26292
O -2.40626 -0.72383 -0.31584
C -3.16822 -1.49021 0.65500
C -2.41046 -1.35228 1.94748
O -1.01605 -1.59013 1.64619
C -0.66622 -2.99603 1.54230
C -0.09199 -3.20882 0.16068
O 0.75579 -2.07310 -0.16785
C 2.08713 -2.06774 0.43115
C 2.06008 -1.27732 1.72741
O 1.29116 -0.08252 1.44897
C 1.01247 0.70962 2.63260
C 0.27322 1.92928 2.14731
O -0.74495 1.42515 1.24050
C -1.59318 2.43946 0.62844
C -1.22048 2.52150 -0.83158
O -1.15319 1.17050 -1.35958
H -2.70544 1.51091 -2.72444
H -1.81221 -0.00910 -2.88718
H -3.86031 -0.69567 -1.82001
H -3.86205 0.70085 -0.71789
H -3.23696 -2.52180 0.30742
H -4.17503 -1.08252 0.74439
H -2.75833 -2.03820 2.71849
H -2.46840 -0.33333 2.32620
H -1.54530 -3.62308 1.68908
H 0.04308 -3.23085 2.33367
H -0.87318 -3.21102 -0.59871
H 0.47450 -4.13480 0.07397
H 2.73927 -1.59076 -0.29588
H 2.43267 -3.08720 0.59542
H 3.07434 -1.00579 2.02385
H 1.59121 -1.81538 2.55069
H 1.94559 0.98247 3.12536
H 0.39663 0.11802 3.31257
H 0.92621 2.62150 1.61256
H -0.19955 2.45388 2.97701
H -1.45346 3.39791 1.12752
H -2.62441 2.12147 0.77468
H -0.22821 2.95228 -0.96766
H -1.93562 3.11623 -1.39880
N 4.88981 3.68154 -0.97320
C 4.17940 2.89044 -1.40529
C 3.27416 1.87889 -1.87183
C 3.32353 1.35484 -3.16144
C 2.40667 0.37279 -3.50864
C 1.48100 -0.04416 -2.57450
N 1.42495 0.46280 -1.32788
C 2.31410 1.40225 -0.99060
H 4.06434 1.70558 -3.86873
H 2.41471 -0.06701 -4.49643
H 0.76550 -0.82058 -2.82347
H 2.28243 1.78917 0.01829

***

# 8
11
Properties=species:S:1:pos:R:3 method="wB97M-V/def2-TZVPD" total_charge=0 e_lumo_ev="0.134 / -0.068" homo_ev="-8.72 / -9.03"
C -0.36702 0.01102 0.00501
C 2.42791 0.12717 0.07551
N -1.52013 -0.31566 -0.45635
N -3.66268 -0.31247 0.22669
S 1.00361 -1.04162 0.00634
H -0.37362 1.08084 0.40507
H 3.15823 -0.38119 -0.63708
H 2.84019 0.18084 1.15598
H 2.06565 1.19256 -0.32228
H -1.74869 -1.20500 -0.82084
H -3.82346 0.66349 0.36195

***

# 9
47
Properties=species:S:1:pos:R:3 method="wB97M-V/def2-TZVPD" total_charge=0 e_lumo_ev=0.498 homo_ev=-8.17
C -4.54121 -2.04466 -0.36550
H -3.81652 -2.88496 -0.13205
H -4.48398 -1.94245 -1.56262
H -5.54258 -2.21187 -0.08992
C -3.99535 -0.89409 -0.09501
C -4.14207 -0.77689 1.64244
H -3.63776 0.03833 2.15341
H -3.66506 -1.57583 1.87134
H -5.17966 -0.61067 1.81161
C -2.52592 -0.61545 -0.44050
H -2.00112 -1.04020 0.18115
H -2.62186 -0.78353 -1.57909
C -1.99045 0.68560 -0.45114
O -1.80059 1.35785 1.03922
H -1.03198 0.79735 1.18959
C -3.11040 1.79246 -0.83589
C -4.37438 1.43844 -0.27500
O -4.89651 0.22724 -0.43490
H -5.05829 2.33813 -0.87173
H -4.39174 1.90152 0.85580
H -2.76968 2.84903 -0.88406
H -3.22163 1.73238 -1.87857
C -0.68578 1.10390 -1.05641
H -0.92212 0.84868 -1.99763
C 0.42324 0.21811 -0.87408
N 0.82948 0.31572 0.75749
H 1.14640 1.04368 0.85574
C 1.71172 -0.50748 1.31598
C 2.96816 -0.66046 0.83275
C 3.45626 -1.58673 -0.17063
C 4.66731 -1.37494 -0.93643
C 5.46303 -0.48429 -0.65664
C 5.15623 0.51940 0.45612
C 3.88947 0.29241 1.04900
H 3.60689 1.08177 1.82233
O 6.18048 1.58842 0.63650
C 7.18814 0.99376 -0.46045
O 6.74727 -0.14265 -0.72844
H 8.05885 0.80564 0.29794
H 7.25412 1.93049 -0.90493
H 5.02355 -2.28535 -1.47094
H 2.60309 -2.27245 -0.26167
H 1.64628 -0.48702 2.44586
H 1.18865 -1.80544 1.25739
H -0.00903 -0.92953 -0.78974
H 1.45980 0.10390 -1.30054
H -0.25274 1.91276 -0.96714

***

# 10
12
Properties=species:S:1:pos:R:3 method="wB97M-V/def2-TZVPD" total_charge=0 e_lumo_ev=0.434 homo_ev=-7.79
C 0.58951 -0.90310 0.53296
C -0.65918 0.57650 -0.41459
H 3.53368 -1.63521 1.16628
H 2.79846 -0.10700 1.39304
H -0.15380 2.48100 -1.27880
H -2.44836 -0.41979 0.26464
N 2.81813 -1.01834 0.84494
N 1.55525 -1.58653 0.96445
N 0.59133 0.34531 -0.11774
N -1.50251 -0.46911 -0.11371
O -0.68399 -1.37826 0.60066
S -1.37972 1.98546 -1.13164

***

# 11
25
Properties=species:S:1:pos:R:3 method="wB97M-V/def2-TZVPD" total_charge=-1 e_lumo_ev=2.902 homo_ev=-5.95
I -18.21900 -14.88100 -3.85600
O -18.98100 -13.69800 -7.24800
H -18.65600 -12.86900 -7.67100
H -19.02700 -13.48700 -6.29300
O -21.83000 -15.12800 -2.55600
H -21.70500 -14.44200 -1.91700
H -21.05100 -15.22000 -3.11700
O -16.96900 -13.03900 -0.94800
H -16.27000 -12.36900 -1.04500
H -16.98000 -13.47600 -1.77700
O -17.00000 -15.59700 -6.95300
H -17.75700 -15.04200 -7.01100
H -17.09500 -15.89500 -6.04000
O -16.48800 -12.52000 -6.00500
H -16.54000 -12.94200 -6.85900
H -16.75400 -13.25200 -5.46700
O -19.56200 -12.05600 -2.20700
H -19.26000 -12.72800 -2.85300
H -18.76700 -12.02200 -1.61700
O -19.00100 -18.09500 -5.64300
H -18.49700 -18.52200 -6.33200
H -18.62900 -17.31300 -5.30900
O -15.35900 -15.95300 -2.24700
H -15.25200 -15.35200 -1.49900
H -16.13100 -15.58900 -2.72800

***

no.,electronic energy (eV)
1,-84178.017
2,-9437.894
3,-85454.637
4,-57849.787
5,-95364.480
6,-145209.841
7,-57474.411
8,-15981.069
9,-27696.696
10,-20978.908
11,-24744.434